C11H24N3 | ωB97M-V with the def2-TZVPD basis set

Each atom is followed by the atoms it is bonded to, with distances in Å.
Geometry (Å):
1 C -1.0431 -1.5831 -0.7210  C2 1.475, N14 1.289, H15 1.099
2 C 0.1274 -1.3739 0.1515  C1 1.475, C3 1.518, C4 1.504, N12 1.497
3 C -0.0965 -1.7981 1.5916  C2 1.518, H16 1.127, H17 1.087, H18 1.199
4 C 1.0873 -2.3074 -0.5332  C2 1.504, H19 1.009, H20 1.095, H21 1.079
5 C -1.9562 1.1526 1.5299  C10 1.571, H22 1.082, H23 1.057, H24 1.175
6 C 1.9396 1.1698 -1.6051  C11 1.623, H25 1.087, H26 1.154, H27 1.106
7 C 1.5447 2.1752 0.7322  C11 1.523, H28 1.108, H29 1.138, H30 1.191
8 C 2.6939 0.0488 0.5893  C11 1.554, H31 1.100, H32 1.078, H33 1.130
9 C -2.9179 -0.6110 -1.6510  N14 1.383, H34 1.096, H35 1.043, H36 1.015
10 C -1.8234 1.5651 0.0198  C5 1.571, N13 1.392, H37 1.098, H38 1.147
11 C 1.5469 0.8731 -0.0587  C6 1.623, C7 1.523, C8 1.554, N12 1.499
12 N 0.2830 0.1142 0.2142  C2 1.497, C11 1.499, N13 1.726
13 N -1.0510 0.6781 -0.7243  C10 1.392, N12 1.726, N14 1.386
14 N -1.6513 -0.5124 -1.1039  C1 1.289, C9 1.383, N13 1.386
15 H -1.3105 -2.5777 -1.1040  C1 1.099
16 H 0.2977 -1.0087 2.2930  C3 1.127
17 H 0.3366 -2.7467 1.8968  C3 1.087
18 H -1.2783 -1.9729 1.6983  C3 1.199
19 H 0.6362 -3.2100 -0.5343  C4 1.009
20 H 1.9804 -2.4243 0.0891  C4 1.095
21 H 1.3857 -1.9766 -1.5156  C4 1.079
22 H -1.8991 0.0725 1.5604  C5 1.082
23 H -1.1588 1.5368 2.1080  C5 1.057
24 H -3.0287 1.5098 1.8502  C5 1.175
25 H 2.7777 0.6219 -2.0284  C6 1.087
26 H 0.9236 0.9306 -2.0985  C6 1.154
27 H 2.1622 2.2494 -1.6969  C6 1.106
28 H 1.5366 1.8919 1.8032  C7 1.108
29 H 0.4847 2.5866 0.6935  C7 1.138
30 H 2.4266 2.8738 0.3398  C7 1.191
31 H 3.0574 -0.6096 -0.2127  C8 1.100
32 H 3.5254 0.7104 0.7717  C8 1.078
33 H 2.5543 -0.4390 1.5993  C8 1.130
34 H -3.0622 0.3015 -2.2410  C9 1.096
35 H -3.6757 -0.6102 -0.9339  C9 1.043
36 H -3.1378 -1.3662 -2.2922  C9 1.015
37 H -2.8562 1.4629 -0.3381  C10 1.098
38 H -1.3613 2.6029 -0.1391  C10 1.147

Results
- total charge = +1
- multiplicity = 3
- lowest unoccupied orbital energy (spin up / spin down) (eV) = -2.99 / -6.71
- highest occupied orbital energy (spin up / spin down) (Eh) = -0.3653 / -0.4978
- <S²> = 2.015
- gap between HOMO and LUMO (spin up / spin down) (eV) = 6.954 / 6.832
- calculated total energy (eV) = -16252.037
- strongest force on any atom (eV Å⁻¹) = 5.9

=====

C11H25BN2O6 | ωB97M-V with the def2-TZVPD basis set

Each atom is followed by the atoms it is bonded to, with distances in Å.
Geometry (Å):
1 C 1.2654 3.6481 1.0377  C2 1.536, H21 1.086, H22 1.088, H23 1.083
2 C 1.9581 2.3135 1.3515  C1 1.536, O3 1.416, C4 1.513, H24 1.092
3 O 1.3678 1.7666 2.5171  C2 1.416, H25 0.961
4 C 1.7498 1.3769 0.1821  C2 1.513, O5 1.416, H26 1.089, H27 1.092
5 O 2.3261 0.1276 0.5165  C4 1.416, C6 1.394
6 C 2.1441 -0.8734 -0.4361  O5 1.394, C7 1.522, O11 1.411, H28 1.097
7 C 2.6911 -2.1524 0.1813  C6 1.522, B8 1.580, H29 1.091, H30 1.089
8 B 2.1523 -2.3732 1.6505  C7 1.580, O9 1.400, O10 1.369
9 O 0.8972 -1.9358 2.0898  B8 1.400, H31 0.956
10 O 2.9583 -2.9935 2.5676  B8 1.369, H32 0.960
11 O 0.7745 -1.0099 -0.7490  C6 1.411, C12 1.414
12 C 0.4828 -1.0950 -2.1305  O11 1.414, C13 1.527, H33 1.090, H34 1.094
13 C -0.9788 -0.7138 -2.3549  C12 1.527, N14 1.458, C15 1.550, H35 1.088
14 N -1.1008 0.7352 -2.2560  C13 1.458, H36 1.004, H37 1.005
15 C -1.9257 -1.5334 -1.4414  C13 1.550, C16 1.523, H38 1.087, H39 1.084
16 C -3.1638 -0.7638 -1.0017  C15 1.523, O17 1.231, N18 1.415
17 O -4.1560 -0.7721 -1.7309  C16 1.231
18 N -3.2060 -0.0578 0.2235  C16 1.415, C19 1.458, C20 1.459
19 C -2.0870 -0.2612 1.1363  N18 1.458, H40 1.091, H41 1.083, H42 1.087
20 C -3.5527 1.3524 0.0868  N18 1.459, H43 1.084, H44 1.087, H45 1.093
21 H 0.2626 3.5802 1.4503  C1 1.086
22 H 1.1849 3.7694 -0.0401  C1 1.088
23 H 1.7740 4.4903 1.4912  C1 1.083
24 H 3.0261 2.4733 1.5116  C2 1.092
25 H 1.2979 0.8130 2.4206  O3 0.961
26 H 0.6740 1.2875 0.0384  C4 1.089
27 H 2.1977 1.7877 -0.7253  C4 1.092
28 H 2.7012 -0.6401 -1.3517  C6 1.097
29 H 3.7770 -2.0725 0.2411  C7 1.091
30 H 2.4818 -3.0084 -0.4589  C7 1.089
31 H 0.1848 -2.5137 1.8224  O9 0.956
32 H 2.3906 -3.3086 3.2749  O10 0.960
33 H 1.0729 -0.3617 -2.6798  C12 1.090
34 H 0.6964 -2.0931 -2.5252  C12 1.094
35 H -1.2075 -0.9868 -3.3827  C13 1.088
36 H -1.2865 1.0563 -1.3233  N14 1.004
37 H -1.7612 1.1173 -2.9105  N14 1.005
38 H -2.3066 -2.3671 -2.0265  C15 1.087
39 H -1.3859 -1.9788 -0.6142  C15 1.084
40 H -1.1695 0.2351 0.8156  C19 1.091
41 H -1.8821 -1.3196 1.2360  C19 1.083
42 H -2.3482 0.0998 2.1273  C19 1.087
43 H -4.2313 1.4743 -0.7501  C20 1.084
44 H -4.0712 1.7024 0.9761  C20 1.087
45 H -2.6686 1.9787 -0.0574  C20 1.093

Results
- lowest unoccupied orbital energy (eV) = 0.25
- SMILES = C[C@@H](O)CO[C@@H](CB(O)O)OC[C@H](N)CC(=O)N(C)C
- highest occupied orbital energy (Eh) = -0.3451
- gap between HOMO and LUMO (eV) = 9.642
- calculated total energy (eV) = -27756.074
- strongest force on any atom (eV Å⁻¹) = 1.6

=====

C11H25BNO10P2S | ωB97M-V with the def2-TZVPD basis set

Each atom is followed by the atoms it is bonded to, with distances in Å.
Geometry (Å):
1 C -0.0941 -1.7779 0.2499  C2 1.523, H21 1.081, H22 1.079, H23 1.079
2 C -0.2548 -0.2689 0.1158  C1 1.523, P3 1.855, H24 1.075, H25 1.086
3 P 0.8874 0.4849 -1.1365  C2 1.855, C4 1.837, C6 1.864
4 C 2.6308 0.3313 -0.5780  P3 1.837, C5 1.533, H26 1.075, H27 1.084
5 C 3.0257 -1.0795 -0.1279  C4 1.533, H28 1.081, H29 1.078, H30 1.082
6 C 0.5834 2.3195 -1.2716  P3 1.864, C7 1.524, O11 1.417, C18 1.551
7 C -0.5454 2.7281 -2.2112  C6 1.524, S8 1.775, H31 1.079, H32 1.077
8 S -2.1055 1.9377 -1.9106  C7 1.775, O9 1.431, O10 1.430, H33 1.360
9 O -2.4274 1.8525 -0.5189  S8 1.431
10 O -3.1023 2.5360 -2.7432  S8 1.430
11 O 1.7330 2.6832 -2.0164  C6 1.417, B12 1.513
12 B 2.3540 3.9844 -1.5567  O11 1.513, C13 1.654, O17 1.476, H34 1.214
13 C 3.8431 3.5686 -0.9700  B12 1.654, O14 1.468, H35 1.087, H36 1.082
14 O 4.7748 4.6975 -1.0798  C13 1.468, N15 1.394
15 N 5.7238 4.5987 -0.0630  O14 1.394, O16 1.163
16 O 6.4636 3.7239 -0.2599  N15 1.163
17 O 1.4264 4.3761 -0.4770  B12 1.476, C18 1.403
18 C 0.7707 3.2209 -0.0239  C6 1.551, O17 1.403, P19 1.831, H37 1.097
19 P -0.6843 4.0066 0.7634  C18 1.831, O20 1.468, H38 1.414, H39 1.410
20 O -1.6314 4.6416 -0.1620  P19 1.468
21 H 0.2691 -2.1993 -0.6771  C1 1.081
22 H -1.0583 -2.2361 0.4077  C1 1.079
23 H 0.5764 -2.0609 1.0460  C1 1.079
24 H -1.2513 -0.1027 -0.2502  C2 1.075
25 H -0.2181 0.2209 1.0844  C2 1.086
26 H 3.2269 0.5861 -1.4353  C4 1.075
27 H 2.9042 1.0466 0.1886  C4 1.084
28 H 2.9957 -1.1453 0.9507  C5 1.081
29 H 2.4498 -1.8584 -0.6003  C5 1.078
30 H 4.0570 -1.2400 -0.4113  C5 1.082
31 H -0.2196 2.4438 -3.1993  C7 1.079
32 H -0.6552 3.7996 -2.2023  C7 1.077
33 H -1.9091 0.6616 -2.3382  S8 1.360
34 H 2.4647 4.7350 -2.5045  B12 1.214
35 H 3.7464 3.3142 0.0822  C13 1.087
36 H 4.2120 2.7176 -1.5271  C13 1.082
37 H 1.4413 2.8261 0.7487  C18 1.097
38 H -1.2935 3.1206 1.6813  P19 1.414
39 H -0.1086 5.0155 1.5626  P19 1.410
40 C -2.3009 -7.2730 2.8210  O41 1.428, H46 1.086, H47 1.088, H48 1.088
41 O -3.6469 -6.8462 2.6061  C40 1.428, C42 1.337
42 C -3.7540 -5.6874 1.9483  O41 1.337, O43 1.203, O44 1.334
43 O -2.8388 -5.0177 1.5474  C42 1.203
44 O -5.0499 -5.4026 1.8142  C42 1.334, C45 1.431
45 C -5.3119 -4.1767 1.1235  O44 1.431, H49 1.088, H50 1.088, H51 1.086
46 H -2.3558 -8.2152 3.3589  C40 1.086
47 H -1.7909 -7.4298 1.8725  C40 1.088
48 H -1.7584 -6.5466 3.4230  C40 1.088
49 H -4.9175 -4.2148 0.1103  C45 1.088
50 H -4.8844 -3.3332 1.6613  C45 1.088
51 H -6.3916 -4.0669 1.0844  C45 1.086

Results
- total charge = -1
- lowest unoccupied orbital energy (eV) = 2.06
- highest occupied orbital energy (Eh) = -0.1906
- gap between HOMO and LUMO (eV) = 7.245
- calculated total energy (eV) = -63865.246
- strongest force on any atom (eV Å⁻¹) = 1.7

=====

C11H25BO4PS2 | ωB97M-V with the def2-TZVPD basis set

Each atom is followed by the atoms it is bonded to, with distances in Å.
Geometry (Å):
1 C -0.1105 -2.6551 -1.1976  C2 1.540, H13 1.092, H14 1.092, H15 1.089
2 C 0.2507 -1.5357 -0.2032  C1 1.540, C3 1.533, H16 1.093, H17 1.094
3 C 0.0071 -0.1047 -0.6962  C2 1.533, C4 1.549, H18 1.097, H19 1.095
4 C -1.3406 0.2421 -1.3756  C3 1.549, C5 1.544, C6 1.544, H20 1.097
5 C -1.4650 1.7788 -1.4684  C4 1.544, H21 1.093, H22 1.092, H23 1.089
6 C -2.5766 -0.4056 -0.7141  C4 1.544, C7 1.524, O12 1.420, H24 1.102
7 C -3.4259 -1.3234 -1.5856  C6 1.524, O8 1.410, H25 1.091, H26 1.106
8 O -4.5223 -1.6212 -0.7514  C7 1.410, B9 1.498
9 B -4.7025 -0.3732 0.0573  O8 1.498, P10 2.001, O12 1.475, H27 1.228
10 P -6.4214 0.4708 -0.5224  B9 2.001, S11 1.999, H28 1.411, H29 1.414
11 S -6.9796 2.3243 -0.0226  P10 1.999
12 O -3.5773 0.5122 -0.2984  C6 1.420, B9 1.475
13 H -0.2288 -2.2688 -2.2122  C1 1.092
14 H 0.6624 -3.4264 -1.2169  C1 1.092
15 H -1.0477 -3.1450 -0.9395  C1 1.089
16 H -0.3089 -1.6870 0.7229  C2 1.093
17 H 1.3081 -1.6572 0.0483  C2 1.094
18 H 0.1152 0.5692 0.1630  C3 1.097
19 H 0.8009 0.1916 -1.3894  C3 1.095
20 H -1.3017 -0.1197 -2.4104  C4 1.097
21 H -0.5893 2.2725 -1.0390  C5 1.093
22 H -1.5427 2.1169 -2.5040  C5 1.092
23 H -2.3551 2.1175 -0.9399  C5 1.089
24 H -2.2882 -0.9780 0.1818  C6 1.102
25 H -2.9524 -2.2265 -1.9723  C7 1.091
26 H -3.7642 -0.7109 -2.4424  C7 1.106
27 H -4.8027 -0.6171 1.2569  B9 1.228
28 H -7.4106 -0.4582 -0.1339  P10 1.411
29 H -6.5236 0.2637 -1.9169  P10 1.414
30 C 5.4696 1.6444 1.9029  C31 1.536, C36 1.524, H37 1.090, H38 1.092
31 C 4.6454 0.9475 2.9958  C30 1.536, C32 1.532, H39 1.092, H40 1.089
32 C 3.3055 0.5448 2.3727  C31 1.532, S33 1.803, H41 1.087, H42 1.088
33 S 3.6326 0.2846 0.6188  C32 1.803, O34 1.437, O35 1.437, C36 1.796
34 O 2.9163 1.2772 -0.1348  S33 1.437
35 O 3.5312 -1.1130 0.3012  S33 1.437
36 C 5.3651 0.7560 0.6685  C30 1.524, S33 1.796, H43 1.087, H44 1.090
37 H 6.5071 1.7849 2.2044  C30 1.090
38 H 5.0467 2.6275 1.6859  C30 1.092
39 H 5.1767 0.0578 3.3401  C31 1.092
40 H 4.4914 1.5935 3.8591  C31 1.089
41 H 2.8940 -0.3787 2.7719  C32 1.087
42 H 2.5615 1.3370 2.4315  C32 1.088
43 H 5.6039 1.2503 -0.2701  C36 1.087
44 H 5.9461 -0.1598 0.7741  C36 1.090

Results
- total charge = -1
- lowest unoccupied orbital energy (eV) = 1.92
- highest occupied orbital energy (Eh) = -0.1381
- gap between HOMO and LUMO (eV) = 5.679
- calculated total energy (eV) = -51640.857
- strongest force on any atom (eV Å⁻¹) = 0.4

=====

C11H25ClF4O8S | ωB97M-V with the def2-TZVPD basis set

Each atom is followed by the atoms it is bonded to, with distances in Å.
Geometry (Å):
1 O 0.5735 1.1832 2.9066  C2 1.178
2 C 0.8076 0.4465 2.0182  O1 1.178, O3 1.351, C10 1.539
3 O 0.1311 -0.6916 1.7485  C2 1.351, C4 1.398
4 C -1.1899 -0.7065 2.2065  O3 1.398, Cl5 1.748, S6 1.834, H14 1.081
5 Cl -1.8111 -2.3278 2.0003  C4 1.748
6 S -2.1788 0.5272 1.2765  C4 1.834, O7 1.416, O8 1.417, F9 1.531
7 O -1.3110 1.2068 0.3870  S6 1.416
8 O -2.9556 1.2337 2.2283  S6 1.417
9 F -3.1270 -0.3465 0.4505  S6 1.531
10 C 1.9668 0.6522 1.0269  C2 1.539, F11 1.330, F12 1.351, F13 1.349
11 F 2.3554 1.9241 1.0239  C10 1.330
12 F 3.0086 -0.1344 1.3735  C10 1.351
13 F 1.5833 0.3039 -0.2187  C10 1.349
14 H -1.2850 -0.4504 3.2527  C4 1.081
15 C -2.4135 -2.7026 -3.2874  C16 1.515, H18 1.091, H19 1.092, H20 1.087
16 C -2.9091 -3.0814 -1.9069  C15 1.515, O17 1.426, H21 1.089, H22 1.096
17 O -1.8191 -3.3726 -1.0355  C16 1.426, H23 0.963
18 H -1.7970 -3.5044 -3.6955  C15 1.091
19 H -3.2393 -2.5134 -3.9764  C15 1.092
20 H -1.7952 -1.8100 -3.2279  C15 1.087
21 H -3.5202 -3.9823 -1.9336  C16 1.089
22 H -3.5195 -2.2700 -1.4947  C16 1.096
23 H -1.2411 -2.6029 -1.0128  O17 0.963
24 C -5.1823 4.0508 2.8432  C25 1.516, H27 1.090, H28 1.091, H29 1.092
25 C -5.9833 3.2691 3.8656  C24 1.516, O26 1.425, H30 1.089, H31 1.096
26 O -6.1435 1.9087 3.4725  C25 1.425, H32 0.963
27 H -5.6681 4.0074 1.8681  C24 1.090
28 H -5.0712 5.0968 3.1334  C24 1.091
29 H -4.1877 3.6143 2.7356  C24 1.092
30 H -6.9868 3.6778 3.9726  C25 1.089
31 H -5.4935 3.3130 4.8449  C25 1.096
32 H -5.2645 1.5283 3.3749  O26 0.963
33 C 6.6762 0.8244 0.9993  C34 1.517, H36 1.090, H37 1.091, H38 1.092
34 C 6.8968 1.2050 -0.4527  C33 1.517, O35 1.426, H39 1.088, H40 1.095
35 O 6.3818 0.2210 -1.3470  C34 1.426, H41 0.961
36 H 7.1441 -0.1362 1.2151  C33 1.090
37 H 7.0919 1.5759 1.6716  C33 1.091
38 H 5.6098 0.7255 1.2139  C33 1.092
39 H 7.9595 1.2870 -0.6722  C34 1.088
40 H 6.4307 2.1729 -0.6676  C34 1.095
41 H 5.4385 0.1388 -1.1815  O35 0.961
42 C 2.6614 -1.9417 -3.5700  C43 1.517, H45 1.090, H46 1.090, H47 1.093
43 C 1.1744 -1.7043 -3.7512  C42 1.517, O44 1.427, H48 1.088, H49 1.095
44 O 0.4937 -1.6116 -2.5002  C43 1.427, H50 0.961
45 H 2.8323 -2.8541 -2.9988  C42 1.090
46 H 3.1650 -2.0310 -4.5328  C42 1.090
47 H 3.1204 -1.1163 -3.0202  C42 1.093
48 H 0.7151 -2.5348 -4.2844  C43 1.088
49 H 1.0010 -0.7910 -4.3300  C43 1.095
50 H 0.8747 -0.8762 -2.0122  O44 0.961

Results
- lowest unoccupied orbital energy (eV) = 0.01
- SMILES = O=C(O[C@H](Cl)S(=O)(=O)F)C(F)(F)F.CCO.CCO.CCO.CCO
- highest occupied orbital energy (Eh) = -0.3705
- gap between HOMO and LUMO (eV) = 10.092
- calculated total energy (eV) = -62418.335
- strongest force on any atom (eV Å⁻¹) = 1.3

=====

Q: Which of these has the highest calculated total energy?
A: C11H24N3

=====

Q: Look up the calculated total energy of the third one.
A: -63865.246 eV

=====

Q: Among the records above, which one has the lowest calculated total energy?
A: C11H25BNO10P2S

=====

Q: Number 2 is which compound?
A: C11H25BN2O6